[1]
62
Properties=species:S:1:pos:R:3:forces:R:3 method="wB97M-V/def2-TZVPD" spin_multiplicity=6 orbital_gap_ev="5.07 / 7.83" de_lowest_kcal_mol=0.0 total_charge=-1 lumo_energy_ev="1.824 / 1.670" largest_force_ev_per_a=5.271
Ru -0.8904 0.7066 1.1877 -0.697 1.251 2.041
O -4.2092 -1.2623 0.1448 -0.477 0.900 0.635
C -3.5242 -0.3130 0.4852 3.043 -1.206 -1.658
O -2.2035 -0.2442 0.0848 -5.152 -1.040 -0.396
C -3.9978 0.8699 1.3150 -0.240 0.722 0.510
O -2.9094 1.5600 1.9457 -1.100 0.187 1.080
C -2.9579 1.4642 3.4255 0.286 1.247 -1.567
C -2.3469 0.1333 3.8194 2.294 -0.054 -2.769
O -2.6792 -0.4796 4.7887 -0.536 -0.559 1.365
O -1.4073 -0.2195 2.9278 -2.326 -0.648 3.478
H -3.3681 -3.6564 0.1600 0.404 0.161 0.190
H -4.7109 0.5748 2.1055 0.185 -0.254 -0.587
H -4.4979 1.6252 0.6775 0.160 -0.574 0.002
H -3.9813 1.6605 3.7226 -0.234 -0.392 0.274
H -2.3683 2.3445 3.7400 -0.109 -0.820 0.075
C -1.1860 -2.3596 -4.2498 0.334 -1.645 -0.624
C 0.3059 -2.5801 -3.9719 0.664 -1.160 -0.051
C 1.1466 -1.6258 -4.7899 2.008 -0.533 -0.480
C 2.6661 -1.6252 -4.3956 -0.895 -0.629 -0.085
C 2.7415 -1.2645 -2.9438 -0.020 -0.206 1.047
C 3.7652 -0.4252 -2.4529 -2.004 -1.792 0.382
C 3.7714 -0.1448 -1.0974 -0.855 0.942 1.248
F 4.7396 0.7111 -0.6178 -0.594 -0.871 -0.321
C 2.7235 -0.5149 -0.2212 1.724 -0.495 -0.483
C 1.6956 -1.3502 -0.6756 0.415 0.578 -2.013
C 0.5024 -1.5474 0.1302 0.830 0.623 2.558
O 0.3588 -0.8690 1.2172 1.714 -3.081 -2.262
C -0.3701 -2.5633 -0.3112 -0.984 -1.330 -1.718
C -0.2787 -2.9243 -1.6552 -0.834 -0.407 0.732
N 0.5929 -2.4006 -2.5265 -0.068 -0.645 -0.509
C 1.7108 -1.7656 -2.0654 1.252 2.486 0.939
C -1.4713 -3.1787 0.5087 -0.896 -0.368 2.010
O -2.5319 -3.6485 -0.3350 1.742 0.624 1.327
O -1.4370 -3.2871 1.7394 -0.499 0.192 -3.781
H -1.3381 -2.2818 -5.3410 0.077 -0.201 0.408
H -1.5216 -1.4358 -3.8218 -0.324 0.311 0.547
H -1.7259 -3.2697 -3.8812 -0.054 1.215 -0.368
H 0.6129 -3.6694 -4.2074 -0.494 1.564 0.047
H 0.8424 -0.6002 -4.7121 -0.628 0.505 0.214
H 1.0652 -1.9209 -5.8324 -0.181 0.000 -0.170
H 3.2890 -1.0282 -5.0371 -0.216 1.326 -0.115
H 3.1840 -2.5493 -4.6492 -0.517 -0.895 0.563
H 4.4751 -0.1006 -3.1650 0.844 0.565 -0.251
H 2.7986 -0.2869 0.8448 -0.245 0.293 -0.470
H -0.9389 -3.6713 -2.1390 0.185 0.763 0.936
O -1.4160 2.6025 0.0043 -0.302 0.486 -0.279
N -0.7959 2.1908 -0.9706 0.703 -0.279 -0.712
O -0.1306 1.1240 -0.7072 0.728 1.083 -2.353
F 3.1629 3.8987 2.2027 0.607 -0.139 0.303
C 2.0920 3.2593 1.7531 -0.145 -0.823 -0.836
F 1.4749 4.1217 0.9304 0.257 -0.320 -0.245
F 2.4764 2.1840 1.0085 0.128 1.103 0.622
C 1.1045 2.7908 2.8471 -1.819 -1.252 -1.738
O 0.2865 1.7827 2.2780 3.035 3.058 2.412
C 1.7765 2.2588 4.1144 1.284 -0.180 1.973
F 0.9161 1.6116 4.9728 1.552 1.108 -1.516
F 2.4056 3.3008 4.8459 -1.191 -1.651 -0.959
F 2.7961 1.4028 3.7958 -1.260 0.694 0.275
C 0.1738 3.9616 3.1591 -1.460 0.724 0.669
F -0.6647 3.5159 4.1585 0.675 1.131 -0.781
F 0.8329 5.0747 3.6290 -0.912 -0.987 -0.673
F -0.6267 4.3330 2.1033 1.133 -0.404 1.907

---

[2]
41
Properties=species:S:1:pos:R:3:forces:R:3 method="wB97M-V/def2-TZVPD" spin_multiplicity=1 orbital_gap_ev=6.25 de_lowest_kcal_mol=7.1 lumo_energy_ev=-1.354 largest_force_ev_per_a=4.624
C 4.1055 1.8815 0.6093 0.510 0.296 0.879
C 4.4229 1.2638 -0.7083 0.888 -0.064 -0.249
C 3.1238 0.7816 -1.2662 -0.817 -0.605 -3.462
O 2.8794 0.5607 -2.4522 0.549 0.105 2.665
N 2.1313 0.8193 -0.2494 1.411 -1.138 -0.614
C 2.7010 1.5130 0.9207 -1.738 0.952 0.240
O 1.9903 1.9163 1.7913 0.477 -0.597 0.034
H 4.7709 1.6113 1.4168 0.103 -0.445 0.252
H 4.1970 2.9659 0.6057 -0.450 0.166 -0.133
H 4.8980 1.9533 -1.3910 -0.254 0.310 -0.391
H 5.1868 0.5047 -0.6023 -0.245 -0.726 -0.083
O 1.4496 -3.3652 -1.1269 -2.625 1.658 2.549
C 0.6858 -2.8726 -0.3804 3.102 -1.717 -2.703
Co -0.4715 -2.1027 0.6726 -1.730 -2.372 -1.104
C -1.8714 -2.0725 -0.3826 -1.769 -0.611 -2.530
O -2.7452 -2.2093 -1.1186 1.222 0.261 1.196
C -1.0950 -3.6060 1.5340 0.479 -3.287 0.471
O -1.3010 -4.7420 1.7596 0.224 3.493 -0.414
C -0.0727 -0.8105 1.8809 2.033 2.006 2.656
C 0.1726 -0.3398 0.6761 -1.631 -1.540 2.168
C 0.4829 0.5354 -0.3239 0.261 0.643 -1.015
C -0.5857 0.7931 -1.3437 0.326 0.350 -1.211
C -0.2622 1.2092 -2.6333 0.179 0.345 0.070
C -1.2152 1.7073 -3.5177 -0.284 -0.328 0.255
C -2.5777 1.7061 -3.1513 0.473 0.013 -0.457
C -2.9580 1.2413 -1.8817 0.626 -0.062 -0.796
C -1.9626 0.7834 -0.9991 0.013 0.686 0.494
Co -1.8427 -1.4942 2.6517 0.327 0.327 -0.633
C -2.1898 -2.7304 3.8586 1.038 -0.642 0.415
O -2.3974 -3.5319 4.6313 -0.526 -0.353 0.475
C -3.3354 -1.3231 1.7693 -3.833 1.262 -2.257
O -4.3861 -1.1793 1.2623 2.940 -0.581 1.621
C -2.0210 -0.1036 3.6943 0.164 1.076 0.439
O -2.1028 0.8207 4.3621 -0.041 -0.675 -0.382
H 0.6069 -0.6977 2.7172 0.111 0.010 0.240
H 1.2844 1.5264 -0.4087 -2.340 2.255 0.656
H 0.7967 1.1800 -2.8556 -0.121 0.126 -0.530
H -0.8683 2.0647 -4.4956 -0.385 -0.166 0.401
H -3.3079 2.0513 -3.9023 0.285 -0.163 0.677
H -4.0344 1.2420 -1.6367 0.839 -0.125 0.193
H -2.2820 0.5485 0.0135 0.206 -0.144 -0.083

---

[3]
16
Properties=species:S:1:pos:R:3:forces:R:3 method="wB97M-V/def2-TZVPD" spin_multiplicity=1 orbital_gap_ev=8.53 de_lowest_kcal_mol=90.4 lumo_energy_ev=0.114 largest_force_ev_per_a=0.270
C 1.2785 -1.3016 0.7613 0.058 0.045 -0.030
C 0.2471 -0.9066 -0.2343 0.028 0.034 0.188
C 1.0285 1.2526 -0.5774 0.022 0.166 0.171
C -1.1127 -0.6769 0.2001 0.021 -0.098 0.033
O -1.6001 -1.5600 0.9051 0.075 0.205 -0.159
C -1.9595 0.4635 -0.3239 -0.031 0.022 -0.003
H 0.9174 -2.2821 1.0993 0.036 0.104 -0.038
H 1.3516 -0.6678 1.6569 -0.046 -0.076 -0.124
H 2.2693 -1.4459 0.3210 -0.184 0.016 0.046
H 0.7055 0.2095 -1.0025 -0.039 -0.041 -0.073
H 0.6637 1.4904 0.4190 0.048 -0.052 -0.146
H 0.6301 1.9547 -1.3126 0.028 -0.130 0.078
H 2.1189 1.2277 -0.5934 -0.152 -0.053 -0.011
H -1.8224 1.3561 0.2973 0.004 -0.126 -0.059
H -1.7095 0.7255 -1.3556 -0.001 -0.059 0.140
H -3.0065 0.1609 -0.2602 0.132 0.041 -0.013

---

[4]
22
Properties=species:S:1:pos:R:3:forces:R:3 method="wB97M-V/def2-TZVPD" spin_multiplicity=1 orbital_gap_ev="8.05 / 7.95" de_lowest_kcal_mol=103.1 total_charge=+1 lumo_energy_ev="-5.505 / -5.412" largest_force_ev_per_a=4.747
C 3.7242 -1.4129 -0.2624 -0.166 0.846 0.015
C 2.5857 -0.5385 -0.3470 0.001 1.220 0.811
C 0.9691 1.5474 0.1325 1.869 0.862 0.374
C -1.1151 -1.5720 0.8675 1.132 -3.692 -1.114
C -1.7445 0.0353 -1.6203 0.176 -0.268 1.282
C -1.5409 -0.1744 0.8205 3.906 0.824 1.035
N 4.6774 -2.0223 -0.1016 0.420 -0.417 -0.005
N 1.4665 -0.9426 -0.6641 -1.906 0.460 -0.835
N 0.2426 0.6815 -0.5174 1.426 -2.073 0.123
N 0.5122 2.7393 0.5832 3.969 -2.144 -1.480
N -1.0096 0.4438 -0.3978 -2.189 0.206 0.180
S 2.7369 1.1819 0.3120 -1.186 0.004 -0.414
H -1.2999 -1.9987 1.8686 -0.033 0.087 -0.497
H -1.7684 -2.1551 0.0942 1.313 0.670 1.438
H -0.0135 -1.7737 0.5987 -1.878 0.378 0.560
H -1.1724 -0.7859 -1.9895 0.398 -0.694 -0.775
H -2.7381 -0.4458 -1.2736 1.314 1.717 -1.099
H -1.5908 0.9034 -2.2682 -1.245 -0.439 -0.373
H -2.5376 -0.2708 0.8473 -3.838 0.937 -0.424
H -1.2175 0.3634 1.7111 0.165 0.301 -0.087
H -0.3981 2.7733 0.8513 -3.101 0.847 0.762
H 1.2319 3.4233 0.7549 -0.547 0.367 0.522

---

[5]
7
Properties=species:S:1:pos:R:3:forces:R:3 method="wB97M-V/def2-TZVPD" spin_multiplicity=1 smiles="S=C=CC=S" orbital_gap_ev=7.89 de_lowest_kcal_mol=6.5 lumo_energy_ev=-0.830 largest_force_ev_per_a=4.133
S -2.5468 -0.5524 0.0651 -0.025 -0.193 -0.393
C -1.0309 -0.7498 -0.0824 0.362 -0.194 0.872
C 0.2906 -0.6966 0.0094 0.225 0.982 0.279
C 0.8044 0.7869 0.1858 -1.907 -2.784 -2.386
S -0.2189 2.0359 0.0588 0.675 0.326 0.747
H 0.8816 -1.6452 -0.0931 -0.292 1.415 0.169
H 1.8200 0.8211 -0.1436 0.962 0.447 0.712

---

[6]
77
Properties=species:S:1:pos:R:3:forces:R:3 method="wB97M-V/def2-TZVPD" spin_multiplicity=1 orbital_gap_ev=7.07 total_charge=-1 lumo_energy_ev=0.627 largest_force_ev_per_a=0.863
C -5.2409 -0.8642 3.3157 0.075 -0.101 0.009
C -4.2426 -1.3504 2.2469 -0.201 0.035 -0.018
C -4.9213 -2.1038 1.0994 0.193 -0.160 0.091
C -3.9979 -2.3543 -0.0939 -0.030 0.018 0.134
C -3.7745 -1.1354 -0.9966 0.039 -0.303 0.038
C -3.2650 -1.5765 -2.3680 -0.174 -0.182 -0.025
C -2.9075 -0.4722 -3.3624 -0.092 0.119 0.062
C -1.9098 0.6192 -2.9285 0.258 0.118 -0.273
C -0.4897 0.3599 -3.4547 -0.264 -0.302 0.033
C 0.2322 -0.7582 -2.6761 0.048 -0.001 -0.270
C 1.3405 -0.2344 -1.7586 0.019 0.045 -0.014
C 0.8556 0.4411 -0.5020 -0.042 -0.039 0.047
C 0.1407 -0.1230 0.4915 0.025 0.042 -0.254
C -0.3100 -1.5649 0.5593 0.099 -0.031 0.242
C 0.7599 -2.6562 0.4128 -0.172 -0.109 0.017
C 2.0197 -2.4261 1.2217 0.060 0.113 -0.162
F 2.8891 -1.6298 0.5803 -0.058 -0.067 0.304
F 2.6431 -3.5923 1.4657 0.038 0.037 -0.002
F 1.7627 -1.8609 2.4271 -0.004 -0.067 -0.230
C -0.2656 0.7141 1.6642 -0.034 -0.187 0.375
O -0.7138 0.2043 2.6809 0.055 0.179 -0.401
C -0.1251 2.1947 1.6202 0.055 0.294 -0.131
B -0.9204 3.0028 2.7307 -0.223 -0.105 0.140
O -0.2916 3.7567 3.6889 -0.242 -0.300 0.000
O -2.3004 2.8935 2.7537 0.225 0.831 -0.054
C 0.6195 2.7584 0.6617 0.001 -0.206 -0.175
C 0.8692 4.2281 0.4690 0.051 0.087 -0.213
C 2.2860 4.7230 0.8511 0.088 0.114 0.099
C 3.0642 3.8618 1.8261 0.165 0.165 0.071
O 2.5652 4.1282 3.1389 0.037 -0.112 -0.087
C 1.2703 1.8786 -0.3662 0.079 0.073 0.110
O 2.1279 2.3523 -1.0835 -0.182 -0.008 -0.014
H -5.1260 0.1995 3.5298 -0.012 -0.053 -0.012
H -6.2709 -1.0377 2.9915 0.038 0.080 0.023
H -5.1069 -1.4007 4.2577 -0.033 0.050 -0.046
H -3.6764 -0.5057 1.8435 -0.003 -0.040 0.074
H -3.5204 -2.0251 2.7156 0.115 0.142 -0.118
H -5.8169 -1.5616 0.7731 0.052 -0.030 -0.013
H -5.2534 -3.0767 1.4812 -0.139 0.114 0.000
H -3.0292 -2.6969 0.2944 -0.100 -0.082 -0.132
H -4.4039 -3.1754 -0.6959 0.020 0.076 -0.005
H -4.7351 -0.6194 -1.1217 0.175 0.162 0.033
H -3.0634 -0.4570 -0.5119 -0.174 0.093 -0.070
H -2.4432 -2.2933 -2.2428 0.029 0.167 0.025
H -4.0802 -2.1538 -2.8248 0.151 -0.082 0.021
H -3.8454 0.0089 -3.6666 0.072 -0.022 0.076
H -2.5103 -0.9484 -4.2659 -0.103 0.037 0.011
H -1.8673 0.7340 -1.8389 -0.136 0.040 -0.099
H -2.2566 1.5679 -3.3510 0.014 0.013 0.179
H -0.5928 0.0628 -4.5046 0.115 0.108 0.032
H 0.1097 1.2756 -3.4486 -0.041 -0.051 0.086
H -0.5239 -1.3361 -2.1363 0.218 -0.006 0.040
H 0.7105 -1.4572 -3.3683 -0.055 0.075 -0.007
H 1.9169 0.5049 -2.3181 0.019 -0.126 0.042
H 2.0605 -1.0237 -1.5438 -0.045 0.006 0.202
H -1.0958 -1.7477 -0.1818 0.157 0.048 0.028
H -0.7771 -1.6989 1.5364 -0.012 0.084 -0.060
H 0.3412 -3.5961 0.7825 -0.024 0.074 -0.076
H 1.0487 -2.8233 -0.6260 0.134 0.058 0.086
H -0.1303 4.6836 3.5010 0.163 -0.076 0.093
H -2.6850 3.0112 1.8797 -0.073 -0.592 -0.014
H 0.1026 4.8267 0.9692 0.030 -0.189 0.141
H 0.7543 4.4205 -0.6023 -0.109 0.050 0.092
H 2.8864 4.8712 -0.0476 -0.075 -0.161 0.002
H 2.1918 5.7023 1.3325 0.031 -0.020 -0.110
H 3.0066 2.7979 1.5779 -0.075 0.058 0.041
H 4.1229 4.1405 1.7721 -0.049 -0.024 0.030
H 2.6073 3.3282 3.6706 -0.048 0.030 -0.042
N 6.3479 -2.9010 -1.5395 0.058 0.343 0.215
S 7.7772 -2.9355 -0.8438 0.019 -0.214 -0.140
O 7.8095 -2.3568 0.4612 0.023 -0.032 -0.007
O 8.8776 -2.6988 -1.7224 -0.003 -0.045 0.028
F 7.8051 -4.5001 -0.5857 -0.035 0.027 -0.035
S 5.7794 -1.5027 -1.9679 -0.196 0.084 0.045
O 4.3877 -1.6120 -2.2871 0.072 -0.213 -0.088
O 6.6175 -0.7364 -2.8348 -0.021 0.004 0.033
F 5.7795 -0.6723 -0.6071 -0.037 0.041 -0.054